# 1
Density functional theory data (wB97M-V/def2-TZVPD) for an isolated molecule of C2H7N3O.

Structure (XYZ):
```
13
Properties=species:S:1:pos:R:3:forces:R:3
C -0.36077 -0.37412 0.16852 -1.6 0.4 1.3
C -0.86284 0.85028 -0.60672 1.0 0.3 0.5
H 2.65568 0.21306 -0.68954 -2.4 0.2 2.6
H 2.30141 0.87638 0.89293 0.1 -0.1 0.5
H 1.18015 -1.43673 1.03659 0.1 2.0 -1.4
H -0.87984 -1.95557 0.98527 -0.5 -0.3 0.5
H -0.09231 0.92073 -1.41854 -1.1 0.4 0.1
H -0.84265 1.83186 0.00747 0.2 -1.6 -0.8
H -2.47719 -0.18482 -0.45791 0.3 0.2 -0.2
N 1.89692 0.42327 0.10088 1.3 -1.1 -2.7
N 0.98129 -0.60827 0.38138 0.3 -0.8 0.6
N -1.32638 -1.11743 0.61893 2.0 -0.2 -0.6
O -2.17346 0.56135 -1.01925 0.2 0.5 -0.4
```
Forces are in eV/Å.

Computed properties:
HOMO ... -0.345 Ha
Frontier orbital gap ... 10.09 eV
Molecular weight ... 89.10 g/mol
Energy relative to the best compared isomer or geometry (same formula, charge and spin) ... 270.3 kJ/mol
SMILES ... [H]/N=C(/CO)NN

***

# 2
Density functional theory data (wB97M-V/def2-TZVPD) for a structure of composition C5H5N3.

Structure (XYZ):
```
13
Properties=species:S:1:pos:R:3:forces:R:3
C -0.44370 1.29404 -0.25166 0.2 -0.2 -0.8
C -0.45358 0.06453 0.28230 -3.9 -3.9 0.0
C 0.51716 -0.90228 1.15593 1.4 2.4 -2.6
C 1.67300 -1.00914 -0.08439 4.2 0.8 -4.7
C -1.74544 -0.56930 -0.07645 -8.5 -0.6 -3.0
H 1.22911 1.32961 0.84266 -1.1 2.4 -1.7
H 1.05519 2.52587 -0.87359 -0.8 -1.5 5.0
H -1.21159 1.55929 -1.31573 2.6 -0.4 4.1
H 1.04965 -0.21033 1.96120 -1.2 -2.3 -1.2
H -0.02648 -1.92407 1.45174 1.6 2.6 -0.6
N 0.56766 2.06113 0.34955 2.2 1.3 -5.4
N 2.46835 -0.84916 -1.05516 -6.3 -1.3 7.8
N -2.94752 -0.71875 -0.46878 9.5 0.7 3.2
```
Forces are in eV/Å.

Computed properties:
HOMO ... -0.341 Ha
Frontier orbital gap ... 9.06 eV
Molecular weight ... 107.12 g/mol
Energy relative to the best compared isomer or geometry (same formula, charge and spin) ... 648.5 kJ/mol

***

# 3
Density functional theory data (wB97M-V/def2-TZVPD) for an isolated molecule of C4H6O2.

Structure (XYZ):
```
12
Properties=species:S:1:pos:R:3:forces:R:3
C 1.50663 0.19311 -0.59529 2.1 3.5 -0.6
C 0.33253 0.81744 0.23268 3.4 0.3 1.7
C -0.48547 -0.33837 0.68114 2.2 1.4 2.1
C -1.64804 -0.42057 0.15210 -5.6 -1.3 0.0
H 0.37239 -1.35284 -0.97599 1.0 0.3 0.5
H 0.71701 1.33469 1.25434 -0.3 -1.0 -2.6
H 0.07216 1.64662 -0.45142 -1.1 -0.7 0.6
H 0.05460 -0.91733 1.55687 -1.7 0.7 -2.1
H -2.21621 0.29184 -0.47695 1.5 0.1 -0.1
H -2.45988 -1.09314 0.48448 0.9 -0.4 0.1
O 1.34164 -1.16562 -0.88198 0.6 1.9 -0.6
O 2.41265 1.00416 -0.97998 -3.1 -4.7 1.1
```
Forces are in eV/Å.

Computed properties:
HOMO ... -0.367 Ha
Frontier orbital gap ... 10.69 eV
Molecular weight ... 86.09 g/mol
Energy relative to the best compared isomer or geometry (same formula, charge and spin) ... 237.1 kJ/mol
SMILES ... C=CCC(=O)O

***

> Which value of energy relative to the best compared isomer or geometry (same formula, charge and spin) does entry 1 give?

270.3 kJ/mol

***

> Among the records above, which one has the highest HOMO?

C5H5N3

***

Repeat the first record exactly.
Density functional theory data (wB97M-V/def2-TZVPD) for an isolated molecule of C2H7N3O.

Structure (XYZ):
```
13
Properties=species:S:1:pos:R:3:forces:R:3
C -0.36077 -0.37412 0.16852 -1.6 0.4 1.3
C -0.86284 0.85028 -0.60672 1.0 0.3 0.5
H 2.65568 0.21306 -0.68954 -2.4 0.2 2.6
H 2.30141 0.87638 0.89293 0.1 -0.1 0.5
H 1.18015 -1.43673 1.03659 0.1 2.0 -1.4
H -0.87984 -1.95557 0.98527 -0.5 -0.3 0.5
H -0.09231 0.92073 -1.41854 -1.1 0.4 0.1
H -0.84265 1.83186 0.00747 0.2 -1.6 -0.8
H -2.47719 -0.18482 -0.45791 0.3 0.2 -0.2
N 1.89692 0.42327 0.10088 1.3 -1.1 -2.7
N 0.98129 -0.60827 0.38138 0.3 -0.8 0.6
N -1.32638 -1.11743 0.61893 2.0 -0.2 -0.6
O -2.17346 0.56135 -1.01925 0.2 0.5 -0.4
```
Forces are in eV/Å.

Computed properties:
HOMO ... -0.345 Ha
Frontier orbital gap ... 10.09 eV
Molecular weight ... 89.10 g/mol
Energy relative to the best compared isomer or geometry (same formula, charge and spin) ... 270.3 kJ/mol
SMILES ... [H]/N=C(/CO)NN